No. 1
ORCA calculation (wB97M-V/def2-TZVPD) on 3 unconnected molecules or ions with the total composition C8H14O.

DFT total energy = -10564.3149 eV
HOMO (spin up / spin down) = -6.694 / -6.337 eV
strongest force on any atom = 1.14 eV/Å
E_LUMO (spin up / spin down) = 0.81 / 0.49 eV
gap between HOMO and LUMO (spin up / spin down) = 7.50 / 6.83 eV

The geometry in ORCA input format:
```
! RIJCOSX wB97M-V def2-TZVPD def2/J DEFGRID3
* xyz 0 1
C -0.4806 -0.1799 -0.2699
C 0.3160 0.5260 0.5850
C -0.7009 0.2639 -1.6799
C -1.0815 -1.4810 0.1327
C 3.2554 -0.2254 -0.6562
C 1.9776 -1.0030 -0.3733
C -1.6892 1.5260 0.9557
C -2.3657 1.1584 2.0284
O 1.9234 -2.2002 -0.4228
H 0.8198 1.4256 0.2677
H 0.4836 0.1871 1.5956
H -1.8490 2.4690 0.4343
H -2.0752 -1.6089 -0.2970
H -0.3587 -0.5184 -2.3625
H -1.7689 0.4095 -1.8563
H -0.1756 1.1901 -1.9080
H -1.1365 -1.5895 1.2143
H -0.4292 -2.2758 -0.2491
H 4.0780 -0.8908 -0.9375
H 3.5233 0.3463 0.2362
H 3.0637 0.4972 -1.4534
H -3.1474 1.7676 2.4891
H -2.1822 0.2062 2.5270
*
```

List of Mulliken charges in e, atom by atom:
1. C 1.5263
2. C -1.1459
3. C -1.6638
4. C -1.2601
5. C -1.1790
6. C 0.5708
7. C -0.3590
8. C -0.6066
9. O -0.4943
10. H 0.3679
11. H 0.3808
12. H 0.2910
13. H 0.3548
14. H 0.4115
15. H 0.4300
16. H 0.3415
17. H 0.3214
18. H 0.3329
19. H 0.3772
20. H 0.2945
21. H 0.2686
22. H 0.2743
23. H 0.1653

---

No. 2
ORCA calculation (wB97M-V/def2-TZVPD) on C8H14O in the gas phase.

DFT total energy = -10568.7937 eV
HOMO = -9.384 eV
strongest force on any atom = 1.80 eV/Å
E_LUMO = 0.84 eV
gap between HOMO and LUMO = 10.22 eV
SMILES string = C=C([C@H]1CO1)C(C)(C)C

The geometry in ORCA input format:
```
! RIJCOSX wB97M-V def2-TZVPD def2/J DEFGRID3
* xyz 0 1
C -0.6899 -0.3967 0.0944
C 1.1655 0.9663 -0.9219
C 1.7024 2.1081 -0.1324
C -1.2457 -1.7069 -0.4752
C -1.5494 0.7600 -0.4267
C -0.7778 -0.4121 1.6251
C 0.8300 -0.3194 -0.2970
C 1.7252 -1.2344 0.0238
O 2.5647 1.3809 -0.9442
H 0.6678 1.1975 -1.8612
H 1.8245 1.9599 0.9366
H 1.4666 3.1188 -0.4581
H -2.3042 -1.7934 -0.2411
H -0.7323 -2.5662 -0.0563
H -1.1325 -1.7319 -1.5559
H -1.5790 0.7733 -1.5136
H -1.1888 1.7194 -0.0657
H -2.5685 0.6368 -0.0663
H -1.8037 -0.6267 1.9351
H -0.1256 -1.1765 2.0494
H -0.4887 0.5599 2.0337
H 2.7654 -1.0618 -0.2104
H 1.4739 -2.1551 0.5280
*
```

List of Mulliken charges in e, atom by atom:
1. C 2.0297
2. C 0.0143
3. C -0.4995
4. C -1.7106
5. C -1.9906
6. C -1.5808
7. C 0.0836
8. C -1.1953
9. O -0.4798
10. H 0.5124
11. H 0.2709
12. H 0.3143
13. H 0.4492
14. H 0.3493
15. H 0.3868
16. H 0.4117
17. H 0.3975
18. H 0.4732
19. H 0.4198
20. H 0.3410
21. H 0.3568
22. H 0.3636
23. H 0.2825

---

No. 3
ORCA calculation (wB97M-V/def2-TZVPD) on 2 unconnected molecules or ions with the total composition C8H14O2.

DFT total energy = -12617.4452 eV
HOMO = -9.268 eV
strongest force on any atom = 1.42 eV/Å
E_LUMO = 0.89 eV
gap between HOMO and LUMO = 10.15 eV
SMILES string = O=C1CCC[C@H]2C[C@@H]1C2.O

The geometry in ORCA input format:
```
! RIJCOSX wB97M-V def2-TZVPD def2/J DEFGRID3
* xyz 0 1
C -0.4850 -0.8524 -1.0198
O 0.7455 1.0320 -1.7928
C 0.4024 0.3551 -0.8303
C -1.7310 -0.8430 -0.1131
C -1.4954 -1.0588 1.3854
C -0.4216 -0.1841 2.0375
C -0.2868 1.2373 1.4397
C 0.8853 0.7203 0.5454
C 1.0154 -0.4626 1.5350
H -0.7911 -0.8795 -2.0728
H 0.1212 -1.7503 -0.8138
H -2.2821 0.0954 -0.2770
H -2.3990 -1.6383 -0.4726
H -2.4542 -0.8918 1.9001
H -1.2284 -2.1134 1.5644
H -0.5429 -0.2233 3.1283
H -1.1581 1.6824 0.9410
H 0.1011 1.9543 2.1732
H 1.7448 1.3932 0.4410
H 1.7635 -0.2307 2.3032
H 1.2319 -1.4577 1.1228
O 2.7327 1.2644 -4.1604
H 2.1222 2.0176 -4.0082
H 2.4094 0.8342 -4.9563
*
```

List of Mulliken charges in e, atom by atom:
1. C -0.6951
2. O -0.5767
3. C 0.2019
4. C -0.6262
5. C -0.8246
6. C 0.3334
7. C -1.1218
8. C 0.3452
9. C -1.1627
10. H 0.3208
11. H 0.3280
12. H 0.2650
13. H 0.3823
14. H 0.3142
15. H 0.3158
16. H 0.4195
17. H 0.3417
18. H 0.2936
19. H 0.5057
20. H 0.2904
21. H 0.3532
22. O -0.6216
23. H 0.3142
24. H 0.3038

---

No. 4
ORCA calculation (wB97M-V/def2-TZVPD) on C8H14O2 in the gas phase.

DFT total energy = -12614.1414 eV
HOMO = -7.793 eV
strongest force on any atom = 5.17 eV/Å
E_LUMO = 0.93 eV
gap between HOMO and LUMO = 8.72 eV

The geometry in ORCA input format:
```
! RIJCOSX wB97M-V def2-TZVPD def2/J DEFGRID3
* xyz 0 1
C -0.3514 -0.6010 0.8666
C 0.7078 -0.4164 -1.0761
C -0.9000 1.9415 -0.1896
C 0.2289 1.6567 -1.0035
C -1.0494 -1.9492 1.0513
C -0.1913 0.1214 2.1955
C 2.0222 -0.2929 -1.8118
C -1.1162 0.1808 -0.2599
O 0.9374 -0.7876 0.2677
O -2.1559 -0.1414 -0.7911
H 0.0828 -1.1367 -1.6213
H -0.7376 2.3067 0.8138
H -1.8024 2.2959 -0.6736
H 0.1269 1.7945 -2.0720
H 1.2071 1.8195 -0.5703
H -0.4670 -2.5533 1.7498
H -2.0583 -1.8054 1.4400
H -1.1249 -2.4775 0.1019
H 0.4318 1.0085 2.0867
H 0.3074 -0.5403 2.9033
H -1.1654 0.4005 2.5990
H 2.4978 -1.2740 -1.8845
H 2.7100 0.3786 -1.2939
H 1.8596 0.0713 -2.8278
*
```

List of Mulliken charges in e, atom by atom:
1. C 1.5737
2. C -0.0652
3. C -0.9682
4. C -0.4993
5. C -1.5934
6. C -1.7395
7. C -1.4798
8. C 0.8022
9. O -0.4319
10. O -0.6301
11. H 0.3027
12. H 0.2998
13. H 0.3547
14. H 0.3711
15. H 0.4076
16. H 0.4213
17. H 0.3522
18. H 0.2884
19. H 0.3399
20. H 0.4237
21. H 0.3536
22. H 0.4019
23. H 0.3448
24. H 0.3697

---

No. 5
ORCA calculation (wB97M-V/def2-TZVPD) on C8H14OSi in the gas phase.

DFT total energy = -18444.0139 eV
HOMO (spin up / spin down) = -7.182 / -6.344 eV
strongest force on any atom = 4.53 eV/Å
E_LUMO (spin up / spin down) = 0.19 / -0.09 eV
gap between HOMO and LUMO (spin up / spin down) = 7.37 / 6.26 eV

The geometry in ORCA input format:
```
! RIJCOSX wB97M-V def2-TZVPD def2/J DEFGRID3
* xyz 0 1
C 0.4455 2.1411 0.2534
C 0.7342 1.4719 -0.7888
C 0.8344 0.7704 -3.0613
C 1.2278 0.6571 -1.7838
C -0.7262 1.7489 1.2378
C 2.3924 -0.3174 -1.5117
C -2.1095 -1.1356 -0.0246
C -0.5112 -2.0526 2.7261
O -0.6080 0.5398 1.8345
Si -0.7054 -0.9283 1.2051
H 0.8055 3.1224 0.4933
H 1.1906 0.1403 -3.9585
H -0.1073 1.4697 -3.2536
H -0.7076 2.4704 1.9447
H -1.6257 1.8965 0.6427
H 2.4238 -1.1580 -2.2447
H 2.1751 -0.7312 -0.4971
H 3.3557 0.1575 -1.4897
H -2.1525 -0.2666 -0.7349
H -1.9718 -2.0763 -0.6122
H -3.0942 -1.2557 0.4955
H 0.3883 -2.7411 2.5292
H -0.1762 -1.4489 3.5618
H -1.4778 -2.4743 3.0368
*
```

List of Mulliken charges in e, atom by atom:
1. C -0.4609
2. C -0.2559
3. C -0.9311
4. C 0.8831
5. C -0.4910
6. C -1.0065
7. C -0.9042
8. C -1.0278
9. O -0.2278
10. Si 0.1018
11. H 0.4212
12. H 0.2895
13. H 0.2168
14. H 0.4215
15. H 0.2862
16. H 0.3376
17. H 0.1808
18. H 0.3130
19. H 0.2605
20. H 0.3351
21. H 0.3371
22. H 0.2980
23. H 0.2893
24. H 0.3338

---

No. 6
ORCA calculation (wB97M-V/def2-TZVPD) on a molecular structure, C8H15AlClNO4P.

DFT total energy = -46586.6896 eV
HOMO = -20.561 eV
strongest force on any atom = 3.64 eV/Å
E_LUMO = -17.55 eV
gap between HOMO and LUMO = 3.01 eV

The geometry in ORCA input format:
```
! RIJCOSX wB97M-V def2-TZVPD def2/J DEFGRID3
* xyz 3 1
C 2.6282 1.4432 0.6176
N 2.9229 0.2926 -0.2857
C 1.9601 -0.8361 -0.0716
C 0.6250 -0.4000 -0.8010
O 0.5129 -1.2841 -1.9378
C -0.6234 -2.0914 -1.8680
O -0.7711 -3.1503 -2.2790
O -1.5893 -1.2616 -1.1421
C -0.7905 -0.6920 -0.1446
C -1.5145 0.3898 0.7648
C -2.2474 1.5419 -0.0680
C -1.5263 2.0031 -1.3813
Cl -3.9699 1.1726 -0.4336
P -0.6462 -2.2280 1.1014
O -1.9801 -2.7445 1.5113
H 3.5794 1.7652 1.1302
H 1.9008 1.1802 1.4429
H 2.1590 2.2998 0.0484
H 3.8422 -0.0495 0.0328
H 2.3462 -1.7505 -0.6047
H 1.8812 -0.9678 1.0434
H 0.7942 0.6299 -1.2344
H -2.3244 -0.1631 1.3397
H -0.8190 0.8184 1.5935
H -2.2709 2.4539 0.6166
H -0.5316 2.4724 -1.1258
H -2.1500 2.7173 -1.9885
H -1.2762 1.1289 -2.0595
H 0.0895 -1.6965 2.2261
H 0.2242 -3.2185 0.5205
Al -0.4350 0.2247 3.4363
*
```

List of Mulliken charges in e, atom by atom:
1. C -0.5582
2. N -0.2323
3. C -0.7036
4. C 0.2367
5. O -0.2623
6. C 0.3326
7. O -0.1722
8. O -0.1799
9. C 0.4963
10. C -0.9188
11. C -0.0858
12. C -0.9179
13. Cl 0.1235
14. P 0.4311
15. O -0.4207
16. H 0.4050
17. H -0.0094
18. H 0.2753
19. H 0.3866
20. H 0.3759
21. H 0.3975
22. H 0.4163
23. H 0.7586
24. H 0.1237
25. H 0.4095
26. H 0.2441
27. H 0.4742
28. H 0.2665
29. H 0.0633
30. H 0.3188
31. Al 0.9257